# 1
Below is a molecular structure, C36H36GeN2O10Se2Ti at a distorted geometry, with properties calculated with the ωB97M-V functional and the def2-TZVPD basis.

The calculation puts the molar mass at 935.08 u. The total charge is -2. Its spin multiplicity is 3. As for the HOMO-LUMO gap (alpha / beta): 5.611 / 4.059 eV. The calculation puts the LUMO energy (alpha / beta) at 3.76 / 2.21 eV. For the energy relative to the best compared isomer or geometry (same formula, charge and spin), the calculation gives 0.000 eV. The expectation value of S² is 2.01. For the largest force on an atom, the calculation gives 3.67 eV Å⁻¹.

```
88
Properties=species:S:1:pos:R:3:forces:R:3:mulliken_charge:R:1
Ti 11.87674 14.32514 11.78064 3.2 -1.7 0.5 -0.125
O 9.76605 17.81418 11.14090 0.8 -1.8 0.3 -0.727
C 10.58150 16.89185 11.23412 -0.1 0.2 -0.3 0.570
O 10.35617 15.58931 11.41404 -0.6 2.5 0.5 -0.677
C 12.13468 17.18319 11.02906 0.8 -0.9 -0.2 0.714
O 12.51963 18.24040 10.51925 -0.4 -0.9 0.6 -0.701
O 12.88786 16.15819 11.37607 -1.5 0.8 -0.1 -0.583
Se 13.62345 18.27585 7.52268 -0.2 0.2 0.2 0.031
Se 13.33168 16.17194 6.02392 0.3 0.2 -0.7 -0.309
C 15.16314 15.60416 6.21092 -0.6 -0.6 0.1 0.782
C 15.19535 14.19584 6.21912 0.7 -0.5 0.4 -0.476
C 16.41490 13.55812 6.55385 -1.3 1.3 -0.1 -0.384
C 17.50351 14.36539 6.95929 -0.8 -0.5 -0.9 -0.491
C 17.36236 15.72796 6.73504 -0.3 0.6 0.0 -0.243
N 16.23959 16.38417 6.37628 -0.4 -1.1 0.0 -0.558
C 11.73386 18.56171 7.34692 -0.8 0.4 -0.3 0.498
C 11.33144 19.88434 7.11894 -1.4 -1.2 1.2 -0.786
C 9.98232 20.19716 7.36145 0.4 -1.9 -0.7 -0.321
C 9.09873 19.15068 7.73719 -0.2 1.0 0.8 -0.597
C 9.60635 17.85193 7.88646 -0.3 0.3 -0.8 0.038
N 10.85284 17.57104 7.54254 1.7 0.0 0.9 0.009
H 14.20967 13.66709 6.05172 1.6 0.4 0.1 0.248
H 16.40813 12.49019 6.45744 0.4 -0.4 0.5 0.403
H 18.43205 13.94692 7.35105 -0.3 0.1 -0.3 0.353
H 18.20386 16.39380 6.81514 0.4 0.0 0.4 0.398
H 12.04720 20.62924 6.90867 0.6 0.8 -0.2 0.409
H 9.70093 21.20048 7.12612 -0.6 0.5 0.3 0.401
H 8.05110 19.36121 8.05482 1.0 -0.1 -0.4 0.307
H 9.02215 16.98301 8.23538 0.0 0.7 -0.2 0.090
C 8.10523 13.96300 8.04891 -0.8 0.4 -1.2 -1.394
C 7.97907 13.96096 9.54733 -1.6 0.8 -1.1 0.825
O 7.97978 15.29214 9.99789 0.3 0.1 0.7 -0.567
H 8.21094 12.98338 7.59302 0.2 -0.4 0.2 0.390
H 8.92394 14.58447 7.71938 0.5 0.1 0.0 0.232
H 7.20391 14.39880 7.56010 0.3 -0.1 0.5 0.340
H 8.79635 13.46154 9.97189 1.0 -1.2 0.8 -0.355
H 6.98837 13.51362 9.76622 0.5 -0.3 0.4 0.161
H 8.69271 15.31505 10.68200 -0.3 0.6 -0.4 0.326
O 13.41757 13.17648 12.12672 -1.2 1.3 0.0 -0.440
O 13.09531 13.89677 13.37793 -1.3 0.2 -2.4 -0.484
C 12.41275 13.88895 8.71788 -0.2 0.7 1.0 -0.364
O 11.75532 13.95786 9.94755 0.1 -0.1 0.5 0.245
H 11.82499 13.21550 8.08058 0.2 0.2 -0.4 0.283
H 13.40803 13.45122 8.89781 0.1 0.2 -0.5 0.261
H 12.47655 14.93793 8.27902 0.1 -1.4 0.3 -0.146
O 10.25811 13.71338 14.22630 -1.0 -1.1 -0.7 -0.709
C 9.96861 12.86913 13.36664 0.9 0.5 -0.2 0.436
O 10.47875 12.88188 12.15258 -0.7 0.1 1.2 0.803
C 9.07038 11.62331 13.67284 -0.7 0.6 -0.8 -0.859
C 8.37912 10.99167 12.41511 1.1 0.2 0.0 -0.063
Ge 8.91603 9.16121 11.87414 0.6 1.9 -0.8 1.086
C 10.62446 9.39844 10.88703 0.2 0.1 1.4 0.097
C 10.78614 9.15784 9.54444 -0.6 0.0 -0.8 -0.125
C 11.94012 9.59407 8.89415 0.3 0.2 -0.2 -0.535
C 12.94900 10.22310 9.62447 0.0 -0.3 0.5 -0.314
C 12.86190 10.39015 11.03240 0.1 -0.3 -0.3 -1.106
C 11.69676 9.99347 11.64426 -1.6 -0.5 -0.6 0.153
C 7.32782 8.53426 10.91313 0.9 0.8 -0.8 0.066
C 6.77698 9.33523 9.89273 0.5 -0.1 -0.5 -0.360
C 5.76606 8.83257 9.07154 0.9 1.2 1.0 -0.646
C 5.18871 7.63544 9.40206 -1.1 -0.8 -0.4 -0.394
C 5.73571 6.80697 10.36415 0.8 0.7 -0.1 -0.667
C 6.86240 7.25720 11.06294 -1.1 -1.3 0.5 -0.397
C 9.23329 8.12902 13.43219 0.8 -0.8 1.4 -0.046
C 8.15052 7.81051 14.24405 1.3 -0.5 0.9 -0.238
C 8.30257 7.05940 15.42853 -1.8 1.3 -1.2 -0.651
C 9.52709 6.65999 15.83382 0.6 -0.2 0.0 -0.499
C 10.63512 7.07578 15.10028 1.2 -1.3 0.3 -0.607
C 10.52885 7.75799 13.90740 -1.3 0.1 -0.2 -0.046
H 8.25627 11.86174 14.35813 0.3 0.5 0.2 0.410
H 9.70343 10.94786 14.22535 0.4 -0.5 0.1 0.231
H 8.61820 11.65387 11.56688 -0.2 -0.3 0.1 -0.570
H 7.30253 10.94078 12.51181 -0.3 0.2 0.2 0.670
H 9.96060 8.72308 8.94650 0.5 0.2 0.4 0.265
H 12.01487 9.47180 7.79568 0.1 0.1 0.8 0.335
H 13.81833 10.56365 9.08824 0.3 0.2 0.0 0.424
H 13.63418 10.80674 11.70176 -0.3 0.1 -1.0 0.225
H 11.52210 10.20718 12.69941 0.2 0.0 -0.2 0.196
H 7.19135 10.32861 9.65262 -0.1 -0.5 0.3 0.466
H 5.46569 9.44404 8.23876 -0.5 0.0 -0.1 0.430
H 4.24367 7.38176 8.92688 0.3 -0.4 -0.2 0.332
H 5.37487 5.81192 10.51706 -0.4 -0.3 0.2 0.405
H 7.26849 6.58440 11.82260 0.2 0.2 -0.2 0.285
H 7.17649 8.15960 14.02858 -0.9 0.3 -0.5 0.489
H 7.36957 6.91730 15.96292 0.3 -0.5 0.3 0.329
H 9.60223 5.97164 16.65361 0.3 0.0 0.5 0.392
H 11.61377 6.66607 15.42267 -0.5 0.6 -0.3 0.267
H 11.41796 7.95877 13.33205 0.0 0.2 -0.1 0.452
```
Forces are in eV/Å.

---

# 2
Below is a single C22H25N3OS2 molecule, with properties calculated with the ωB97M-V functional and the def2-TZVPD basis.

The calculation puts the molar mass at 411.60 u. Its spin multiplicity is 1. As for the HOMO-LUMO gap: 8.710 eV. The calculation puts the LUMO energy at 0.63 eV. For the energy relative to the best compared isomer or geometry (same formula, charge and spin), the calculation gives 1.275 eV. As for the SMILES: C[C@H]1CCc2c(sc3nc(CN4CCOCC4)nc(Sc4ccccc4)c23)C1. For the largest force on an atom, the calculation gives 0.85 eV Å⁻¹.

```
53
Properties=species:S:1:pos:R:3:forces:R:3:mulliken_charge:R:1
C 1.20650 4.01768 4.00717 0.2 0.1 0.0 -1.612
C 2.55166 4.03375 3.28526 0.0 0.0 0.0 0.360
C 3.25168 2.67221 3.34043 -0.1 0.0 0.0 -1.351
C 2.41434 1.56329 2.70351 0.1 0.1 0.1 -0.948
C 1.82102 2.01661 1.40845 0.1 0.4 0.1 0.266
C 1.80845 3.31960 1.03318 -0.2 -0.3 -0.3 0.691
S 1.04697 3.59339 -0.52140 0.1 -0.2 0.3 -0.383
C 0.72676 1.89861 -0.67660 0.2 -0.3 0.5 -0.005
N 0.10121 1.36526 -1.71365 -0.2 0.2 -0.5 -0.507
C -0.05729 0.05446 -1.67174 0.1 0.4 -0.1 0.042
C -0.77581 -0.61024 -2.80943 -0.1 0.0 -0.1 -0.712
N -1.96160 -1.28022 -2.30255 0.1 -0.1 0.0 0.194
C -2.98041 -0.37691 -1.79211 -0.2 0.1 -0.2 -0.742
C -3.80271 0.28056 -2.90830 0.2 0.1 0.3 -0.592
O -4.37744 -0.68903 -3.76110 -0.1 -0.1 0.0 -0.410
C -3.38641 -1.52290 -4.32463 0.2 -0.3 0.1 -0.491
C -2.56827 -2.21906 -3.22896 -0.2 0.1 -0.2 -0.807
N 0.34470 -0.73263 -0.68401 0.1 -0.1 0.1 -0.408
C 0.93735 -0.20390 0.36589 0.0 0.0 -0.2 0.718
S 1.38158 -1.30205 1.66302 0.0 -0.3 0.3 -0.376
C 0.74775 -2.84465 1.02773 0.2 0.4 0.2 0.767
C -0.58516 -2.96182 0.67024 -0.1 -0.2 0.0 -0.383
C -1.04218 -4.16515 0.16550 -0.1 0.1 0.1 -0.404
C -0.18325 -5.24518 0.04509 0.1 -0.1 0.0 -0.573
C 1.14114 -5.12469 0.43089 0.0 -0.2 0.0 -0.492
C 1.61398 -3.91952 0.92015 0.0 0.1 0.0 -0.552
C 1.19532 1.17406 0.44208 -0.4 0.1 -0.7 -0.131
C 2.37614 4.44878 1.81858 0.2 0.1 0.2 -0.842
H 0.80400 5.02597 4.07578 -0.1 0.1 0.0 0.439
H 0.48762 3.40190 3.47376 -0.1 -0.1 0.0 0.320
H 1.32061 3.62631 5.01535 -0.1 0.0 0.1 0.366
H 3.19617 4.77040 3.77738 0.0 0.0 -0.1 0.354
H 4.20260 2.75137 2.80885 0.1 0.0 0.0 0.391
H 3.47026 2.40942 4.37661 0.1 0.0 0.0 0.463
H 1.60926 1.25749 3.37735 0.0 -0.1 0.0 0.404
H 3.03453 0.68070 2.53319 0.0 0.0 0.1 0.603
H -0.11938 -1.37911 -3.22567 0.0 0.1 -0.1 0.517
H -0.97145 0.15172 -3.57799 0.1 -0.1 0.0 0.223
H -2.50568 0.39154 -1.18018 -0.1 0.0 0.1 0.414
H -3.65036 -0.96962 -1.16052 0.0 0.1 0.0 0.371
H -4.63646 0.84698 -2.49041 0.1 0.1 0.0 0.365
H -3.16653 0.96287 -3.49236 -0.1 0.0 0.0 0.327
H -3.91897 -2.25358 -4.93588 0.1 0.0 0.0 0.384
H -2.72255 -0.92987 -4.97317 -0.1 0.0 0.0 0.308
H -1.79041 -2.84250 -3.67232 0.0 -0.1 0.0 0.452
H -3.23972 -2.85694 -2.64499 0.0 -0.1 -0.1 0.315
H -1.25382 -2.12220 0.76707 0.0 0.1 0.0 0.289
H -2.07566 -4.25732 -0.13152 -0.1 0.0 0.0 0.398
H -0.54671 -6.18319 -0.34795 0.0 -0.1 0.0 0.383
H 1.81210 -5.96644 0.34386 0.0 -0.1 0.0 0.370
H 2.64685 -3.80936 1.21450 0.1 0.0 0.0 0.401
H 3.34457 4.73219 1.39319 0.0 0.1 0.0 0.365
H 1.72309 5.32094 1.74336 0.0 0.1 0.0 0.465
```
Forces are in eV/Å.

---

# 3
Below is a molecular structure, CHClF2N2 at a distorted geometry, with properties calculated with the ωB97M-V functional and the def2-TZVPD basis.

The calculation puts the molar mass at 114.48 u. Its spin multiplicity is 1. As for the HOMO-LUMO gap: 9.532 eV. The calculation puts the LUMO energy at -0.07 eV. For the energy relative to the best compared isomer or geometry (same formula, charge and spin), the calculation gives 1.594 eV. For the largest force on an atom, the calculation gives 4.17 eV Å⁻¹.

```
7
Properties=species:S:1:pos:R:3:forces:R:3:mulliken_charge:R:1
C -0.15070 1.42926 0.43940 -1.9 -1.5 3.4 0.470
N -0.21864 0.20849 0.56081 0.6 -0.4 -0.9 -0.403
N -1.41217 2.05022 1.76751 0.0 1.2 -3.7 0.020
F -0.82767 1.66556 2.86065 2.1 -0.5 2.4 -0.104
F -2.43319 1.13889 1.74683 -0.3 -0.3 -1.0 -0.154
Cl 0.99574 2.56676 -0.04137 -0.2 0.3 -0.2 -0.095
H 0.43482 -0.51021 0.19526 -0.4 1.1 0.0 0.265
```
Forces are in eV/Å.

---

Question: The lowest largest force on an atom belongs to which entry?
Answer: C22H25N3OS2